1.
The following is a quantum chemistry calculation of C24H31HgIN2O as an isolated structure at a distorted geometry, from the Open Molecules 2025 dataset.

Results
E_LUMO (spin up / spin down) = -2.894 / -2.894 eV
HOMO (spin up / spin down) = -0.189 / -0.189 Eh

XYZ file:
```
60
Properties=species:S:1:pos:R:3:forces:R:3:nbo_charge:R:1
C 0.1193 -2.6772 0.4137 -0.477 -1.289 -3.896 -0.6176
C -0.3177 -1.9369 1.5682 -3.009 1.898 2.474 -0.6034
H -0.7848 -2.9972 -0.2393 0.942 0.335 0.397 0.1081
H 0.5769 -3.6308 0.6206 0.359 -0.228 0.280 0.2213
H 0.7763 -2.0972 -0.2546 -0.256 -0.127 0.364 0.2947
H -1.4650 -1.7844 1.6119 0.712 -0.105 -0.364 0.1081
H -0.2212 -2.5188 2.4734 0.548 0.249 0.513 0.2207
H 0.0129 -0.8853 1.6582 0.405 -0.735 -0.064 0.2736
C -2.0414 -1.6886 -3.1484 -0.234 -0.343 -0.372 0.0646
C -2.5804 -1.5177 -4.4384 -0.612 0.806 1.330 -0.2393
C -3.7183 -0.6921 -4.5343 0.387 0.055 1.173 -0.1440
C -4.2236 -0.0470 -3.3777 1.485 -0.739 0.633 -0.2126
H -1.1802 -2.3368 -2.9582 -0.276 0.145 -0.266 0.2138
H -2.1376 -2.0324 -5.2757 -0.054 0.099 -0.138 0.2378
H -4.1920 -0.5333 -5.4829 -0.205 0.019 -0.292 0.2277
H -5.0754 0.6031 -3.3315 -0.205 0.091 -0.753 0.2179
N -2.5538 -1.1389 -2.0516 -0.198 0.370 0.175 -0.4900
C -3.5725 -0.2601 -2.1377 -0.088 -0.891 -1.510 0.1601
C -4.0024 0.3948 -0.8775 -0.626 0.129 1.069 0.1585
N -3.3136 0.0684 0.2292 -0.145 0.567 0.561 -0.4914
C -3.5800 0.7049 1.3938 -0.091 -0.746 -1.041 0.0666
C -5.4488 1.8712 0.4369 1.593 -1.431 -1.204 -0.1361
C -4.6330 1.5980 1.5461 -0.297 0.211 -0.350 -0.2473
H -2.9233 0.4207 2.2091 -0.163 0.111 0.089 0.2135
H -4.8208 2.0471 2.5230 0.050 -0.075 -0.373 0.2373
C -5.1099 1.2529 -0.8088 0.449 0.291 1.291 -0.2104
H -5.6555 1.3965 -1.7248 -0.379 0.426 0.194 0.2167
H -6.2763 2.5382 0.4959 -0.502 0.319 0.086 0.2289
Hg -3.1082 -2.5617 0.1057 1.099 1.077 -0.150 1.1185
I -5.5233 -3.2797 -0.3515 -0.530 -0.325 -0.016 -0.4304
C 2.8040 -2.2847 2.4495 -0.094 -0.148 -0.587 -0.5939
C 3.8956 -1.7464 1.5064 0.189 -0.049 0.160 -0.2248
C 3.8601 -2.4857 0.1587 -0.026 0.211 -0.237 -0.6083
C 3.8479 -0.2256 1.3546 -1.507 -0.202 -0.510 -0.1398
C 4.8017 0.5605 1.9234 1.517 -1.295 0.502 -0.2030
C 4.7832 1.9275 1.8358 0.142 2.427 -0.321 -0.3092
C 3.7143 2.6172 1.1814 0.056 -1.762 0.353 -0.1581
C 2.6660 1.8726 0.6339 0.928 0.457 0.443 -0.1456
C 1.4908 2.5566 -0.0481 0.079 -0.536 0.301 -0.2581
C 0.8857 3.6696 0.8000 0.099 -0.147 0.106 -0.5928
C 1.8676 3.0796 -1.4224 0.287 -0.028 -0.288 -0.5915
C 2.7415 0.4303 0.6606 0.867 0.319 0.594 0.4580
O 1.8577 -0.2344 0.0764 -1.456 -1.231 -0.693 -0.7922
H 1.8369 -2.2582 1.9358 0.344 0.791 0.524 0.2028
H 2.8277 -1.8090 3.4393 -0.302 0.028 -0.394 0.2093
H 2.8995 -3.3550 2.5821 0.565 -0.465 0.266 0.1883
H 4.8719 -1.9854 1.9802 -0.376 0.185 -0.206 0.1892
H 2.9458 -2.2612 -0.3979 0.163 0.162 0.180 0.2245
H 4.7037 -2.1380 -0.4522 -0.137 -0.273 0.042 0.2083
H 3.8946 -3.5764 0.2702 0.259 0.122 0.150 0.1870
H 5.6616 0.0010 2.3957 -0.830 0.964 -0.316 0.1907
H 5.6495 2.4928 2.2143 -0.575 -0.189 -0.101 0.1959
H 3.6522 3.6944 1.1000 0.396 0.098 0.191 0.1840
H 0.7293 1.7833 -0.1951 0.077 -0.006 0.056 0.2211
H 1.6254 4.4742 0.9557 -0.470 -0.174 0.055 0.1959
H 0.0023 4.0599 0.2856 0.090 0.229 0.084 0.1911
H 0.5619 3.2608 1.7663 0.158 0.259 -0.083 0.2053
H 2.2564 2.2490 -2.0290 -0.061 0.302 0.048 0.2164
H 0.9816 3.5014 -1.9207 0.291 0.028 0.004 0.1878
H 2.6571 3.8495 -1.3331 -0.355 -0.240 -0.165 0.1959
```
Positions in Å, forces in eV/Å.



2.
The following is a quantum chemistry calculation of C24H31I2NPtSb2Se as an isolated structure, from the Open Molecules 2025 dataset.

Results
2S+1 = 5
Charge = +2
E_LUMO (spin up / spin down) = -6.373 / -8.342 eV
ΔE to the lowest compared entry with this formula, charge and spin = 54.6 kJ/mol
HOMO (spin up / spin down) = -0.491 / -0.513 Eh

XYZ file:
```
62
Properties=species:S:1:pos:R:3:forces:R:3:nbo_charge:R:1
Pt 0.0803 0.1930 0.2272 0.086 -0.199 0.110 0.3818
C 2.8771 -2.9387 3.1363 -0.062 0.004 0.060 -1.0053
Sb 2.7283 -2.5122 1.0614 0.081 -0.060 -0.030 1.4754
C 2.9790 -4.4373 0.2009 0.013 -0.060 -0.044 -1.0041
C 4.6504 -1.5580 0.5627 -0.452 -0.087 0.265 -0.6753
C 5.0955 -0.5643 1.5826 -0.119 -0.108 -0.401 -0.0835
C 5.7973 -1.0401 2.6880 0.129 -0.079 0.183 -0.1843
C 6.3001 -0.1811 3.6490 0.034 -0.053 0.046 -0.1902
C 6.1170 1.1870 3.5023 0.012 0.017 0.030 -0.1744
C 5.4211 1.6717 2.4077 -0.059 -0.038 -0.029 -0.1910
C 4.8816 0.8176 1.4435 0.038 0.065 -0.014 -0.0538
C 4.1257 1.4349 0.3024 0.084 0.125 0.017 -0.7243
Sb 2.0557 1.8536 0.7657 -0.007 0.137 0.018 1.1604
C 2.2017 2.3816 2.8093 -0.001 0.012 0.075 -0.9846
C 1.8419 3.7488 -0.1671 -0.006 0.014 0.035 -0.9683
H 3.7324 -3.6034 3.2721 -0.033 0.038 -0.011 0.2566
H 1.9692 -3.4473 3.4565 0.021 0.010 -0.016 0.2574
H 3.0197 -2.0282 3.7153 0.007 -0.014 -0.057 0.2566
H 3.8089 -4.9170 0.7265 -0.032 0.060 -0.047 0.2557
H 3.2052 -4.3519 -0.8624 -0.011 0.035 0.103 0.2567
H 2.0785 -5.0330 0.3326 0.011 0.059 0.028 0.2606
H 4.5256 -1.2043 -0.4556 0.181 0.061 -0.003 0.2465
H 5.2341 -2.4834 0.5789 0.198 0.200 -0.090 0.2571
H 5.9821 -2.1072 2.7774 -0.001 0.082 -0.003 0.2160
H 6.8563 -0.5742 4.4912 -0.037 0.028 -0.049 0.2406
H 6.5289 1.8767 4.2291 -0.017 -0.049 -0.042 0.2402
H 5.3074 2.7445 2.2866 0.005 -0.064 -0.006 0.2180
H 4.1985 0.9024 -0.6439 -0.072 -0.083 0.064 0.2461
H 4.5025 2.4470 0.1262 0.007 -0.107 -0.032 0.2564
H 2.9179 3.1941 2.9275 -0.028 -0.036 -0.018 0.2523
H 2.5366 1.5229 3.3910 -0.018 0.045 -0.025 0.2494
H 1.2257 2.7086 3.1662 0.045 -0.026 -0.025 0.2496
H 2.6656 4.3858 0.1552 -0.016 -0.015 -0.023 0.2510
H 0.8983 4.1998 0.1377 0.018 -0.031 0.004 0.2487
H 1.8597 3.6412 -1.2498 0.011 -0.015 0.011 0.2513
I -1.5114 0.5441 -1.9889 -0.152 0.097 -0.164 0.1335
C -1.9226 3.4492 0.6173 -0.042 0.034 0.010 -0.5363
I -1.5839 1.8064 1.7788 -0.033 0.038 0.105 0.3851
H -2.5728 4.2053 1.0343 0.063 -0.077 -0.059 0.2276
H -1.6153 3.4008 -0.4148 -0.014 0.028 0.020 0.2104
Se -3.7379 -0.1036 -0.9646 0.005 -0.034 -0.118 0.2750
C -4.0138 -1.7466 -1.9087 0.080 -0.064 0.111 -0.2092
C -3.4702 -2.9250 -1.4129 0.044 -0.006 0.161 -0.2635
C -3.7298 -4.0983 -2.1080 -0.079 0.150 -0.047 0.0404
N -4.4744 -4.1379 -3.2098 -0.019 -0.068 -0.053 -0.3643
C -5.0021 -3.0055 -3.6648 0.093 0.008 0.145 0.0545
C -4.7995 -1.7732 -3.0487 -0.036 0.038 -0.105 -0.2498
H -2.8700 -2.9326 -0.5070 -0.119 0.009 -0.148 0.2258
H -3.3285 -5.0452 -1.7595 -0.034 0.044 -0.031 0.2046
H -5.6131 -3.0753 -4.5575 0.027 -0.021 0.024 0.2197
H -5.2434 -0.8736 -3.4552 0.014 -0.030 0.023 0.2434
C -0.5811 -4.6283 -0.0573 0.012 0.018 0.028 -0.2148
C -0.7430 -3.9526 1.1495 -0.035 -0.078 -0.011 -0.1737
C -0.5600 -2.5761 1.2055 0.070 0.090 -0.083 -0.3057
C -0.2084 -1.8400 0.0512 0.080 -0.202 -0.097 -0.3490
C -0.0485 -2.5515 -1.1569 -0.002 0.095 0.150 -0.2705
C -0.2249 -3.9267 -1.2055 0.047 -0.026 0.034 -0.2028
H -0.7423 -5.6988 -0.1042 0.002 0.033 0.007 0.2425
H -1.0376 -4.4954 2.0418 0.024 0.042 -0.067 0.2331
H -0.7206 -2.0622 2.1469 -0.010 0.009 0.022 0.2273
H 0.1955 -2.0230 -2.0701 0.012 -0.020 0.018 0.2287
H -0.1045 -4.4515 -2.1464 -0.007 0.022 0.039 0.2427
```
Positions in Å, forces in eV/Å.



3.
The following is a quantum chemistry calculation of C24H31N2O8 as an isolated structure at a distorted geometry, from the Open Molecules 2025 dataset.

Results
Charge = -1
E_LUMO = 2.579 eV
HOMO = -0.105 Eh

XYZ file:
```
65
Properties=species:S:1:pos:R:3:forces:R:3:nbo_charge:R:1
C 0.5590 3.8817 -4.4538 -0.250 0.119 -0.629 -0.6217
C 0.4945 4.1584 -2.9810 0.173 -0.597 -0.017 -0.0683
O 0.8313 2.9068 -2.3463 -0.420 0.760 -0.462 -0.4983
C 0.8250 3.0225 -1.0192 0.637 -0.148 1.644 0.8049
C 1.2339 1.8234 -0.2223 2.368 3.676 -2.916 -0.5503
C 2.0595 2.2389 1.0028 -0.356 -0.349 -0.020 -0.1949
C 1.2963 3.1801 1.9263 0.018 0.248 0.245 -0.6210
C 3.3586 2.9106 0.5708 0.270 -0.003 0.377 -0.6150
C 2.0622 0.8726 -1.0610 -0.541 1.206 -0.032 0.8592
O 2.7616 1.1429 -2.0176 -0.051 -0.594 0.462 -0.6412
O 1.9807 -0.3607 -0.5288 0.560 -0.624 0.324 -0.5425
C 2.9911 -1.3108 -0.9121 -0.430 0.669 -0.053 -0.0766
C 2.3586 -2.6659 -0.8723 -0.119 -0.460 -0.033 -0.6214
O 0.4789 4.1013 -0.5172 -0.169 -0.361 -0.542 -0.7224
H 0.6196 4.8297 -4.9917 0.015 0.015 -0.123 0.1902
H 1.4253 3.2685 -4.7215 -0.120 0.117 0.146 0.2219
H -0.3523 3.3769 -4.7905 0.197 -0.100 0.005 0.2011
H 1.2228 4.9252 -2.6821 -0.268 -0.185 0.025 0.1787
H -0.5116 4.4672 -2.6700 0.325 0.091 -0.028 0.1858
H 2.2824 1.3042 1.5371 0.153 0.106 0.051 0.1953
H 0.5209 2.6658 2.4908 0.092 0.351 -0.086 0.1762
H 1.9867 3.6472 2.6358 -0.029 -0.062 0.110 0.1818
H 0.8243 3.9516 1.3105 0.206 -0.164 0.505 0.2715
H 3.8554 2.3566 -0.2311 -0.008 0.212 0.116 0.2172
H 3.1418 3.9345 0.2423 0.102 -0.183 -0.088 0.2079
H 4.0271 2.9643 1.4363 0.152 0.128 -0.069 0.1839
H 3.3353 -1.0305 -1.9079 0.164 -0.167 0.074 0.2092
H 3.8046 -1.2222 -0.1851 0.071 -0.020 -0.142 0.1691
H 3.0972 -3.4219 -1.1424 -0.014 -0.097 -0.037 0.1998
H 1.9792 -2.9028 0.1258 0.025 0.078 -0.093 0.2114
H 1.5291 -2.7155 -1.5844 0.069 -0.019 0.083 0.2121
C -1.7496 -3.6293 5.2620 0.551 0.757 -0.046 -0.2516
O -1.0927 -2.3444 5.3079 -0.203 -0.998 0.592 -0.5067
C -0.6064 -1.8418 4.1473 0.034 0.242 -1.203 0.3020
C -0.2697 -0.4700 4.1385 -0.398 -1.006 0.227 -0.2888
C -0.1420 0.1810 2.9361 0.121 0.060 -0.753 -0.1121
C -0.2954 -0.4834 1.6974 -0.887 -0.542 0.814 -0.1274
C -0.4618 0.1837 0.4262 -1.621 -2.233 1.207 0.0204
C -1.4059 -0.2730 -0.4203 -1.485 -0.382 -0.085 -0.3593
C -1.1971 -0.3102 -1.8752 1.052 1.604 0.199 0.6707
O -0.3325 0.3490 -2.4550 -1.124 -1.048 0.253 -0.5973
N -2.0072 -1.2130 -2.5787 -0.488 -0.989 0.402 -0.4822
C -1.7505 -1.4062 -3.9897 0.142 -0.077 -0.250 -0.4086
C -2.7459 -2.2417 -1.9609 -0.031 0.162 0.564 0.8158
O -3.1101 -3.2440 -2.5640 0.232 0.913 0.403 -0.6397
N -3.0806 -2.0125 -0.6096 -0.108 -0.057 -0.965 -0.4930
C -4.0872 -2.8384 0.0234 -0.183 -0.023 0.052 -0.4112
C -2.6915 -0.8526 0.0750 0.406 0.007 0.555 0.6984
O -3.3541 -0.4269 1.0169 0.773 -0.697 -0.977 -0.5916
C -0.3717 -1.9060 1.7535 0.171 0.740 -0.659 -0.1900
C -0.5245 -2.5866 2.9434 -0.227 0.367 1.119 -0.3231
H -2.1069 -3.7879 6.2790 -0.004 -0.085 -0.137 0.1920
H -2.5919 -3.6216 4.5545 0.231 0.065 0.129 0.1846
H -1.0388 -4.4182 4.9829 -0.176 0.077 0.096 0.1713
H -0.2150 0.0689 5.0819 -0.123 -0.100 -0.157 0.2150
H 0.0122 1.2516 2.9298 -0.137 -0.382 0.104 0.2038
H 0.1764 1.1822 0.1380 0.817 -0.529 -0.335 0.2991
H -2.6751 -1.7289 -4.4658 0.117 0.034 -0.037 0.2117
H -1.4025 -0.4585 -4.3939 0.016 -0.107 -0.004 0.2364
H -0.9855 -2.1776 -4.1389 -0.103 0.160 -0.095 0.1962
H -3.7692 -3.0467 1.0477 -0.092 0.022 -0.103 0.2099
H -5.0415 -2.3043 0.0549 0.043 -0.164 0.045 0.2021
H -4.1821 -3.7599 -0.5410 -0.030 -0.003 -0.020 0.2281
H -0.3203 -2.4631 0.8130 -0.154 0.191 0.297 0.2117
H -0.6627 -3.6701 2.9436 0.046 0.381 -0.021 0.2095
```
Positions in Å, forces in eV/Å.